Entry 1:
# C5H9ClN2O

An isolated molecule of C5H9ClN2O (the ωB97M-V functional and the def2-TZVPD basis, the Open Molecules 2025 dataset).

Structure (XYZ):
```
18
C5H9ClN2O | the Open Molecules 2025 dataset | the ωB97M-V functional and the def2-TZVPD basis
C -2.676 -0.889 0.077
C 1.753 -0.080 -0.817
C 1.765 -0.110 0.734
C 0.324 0.507 -1.134
C 0.311 0.120 1.217
N -0.355 -0.144 -0.057
N -1.795 0.122 -0.049
O -2.388 -2.039 -0.079
Cl -2.376 1.706 0.041
H -3.765 -0.648 0.225
H 2.374 0.508 -1.485
H 1.867 -1.082 -1.035
H 2.263 -0.967 1.176
H 2.339 0.791 1.024
H 0.219 1.552 -1.159
H 0.008 0.217 -2.032
H 0.162 -0.720 1.829
H -0.028 1.158 1.523
```

Calculated values
Frontier orbital gap (eV): 9.91
ΔE to the lowest compared entry with this formula, charge and spin (kcal per mole): 48.37
SMILES: O=CN(Cl)N1CCCC1
Charge: 0

Entry 2:
# C11H14N

The ion C11H14N with charge +1 (the ωB97M-V functional and the def2-TZVPD basis, the Open Molecules 2025 dataset).

Structure (XYZ):
```
26
C11H14N | the Open Molecules 2025 dataset | the ωB97M-V functional and the def2-TZVPD basis
C 0.771 1.323 3.051
C -0.677 1.122 3.134
C 1.465 1.081 1.843
C -1.242 0.768 1.958
C 0.845 0.680 0.704
C -0.563 0.553 0.730
C 1.551 0.678 -0.622
C -1.217 0.112 -0.463
C 0.634 0.283 -1.758
C -1.184 -1.088 -2.606
C 0.190 -1.980 -0.763
N -0.417 -0.718 -1.367
H 1.367 1.769 3.851
H -1.234 1.324 4.107
H 2.543 1.167 1.658
H -2.292 0.279 1.969
H 1.902 1.581 -0.844
H 2.459 0.082 -0.597
H -2.299 0.414 -0.817
H 0.427 0.981 -2.552
H -1.842 -1.893 -2.328
H -1.874 -0.218 -3.092
H -0.425 -1.417 -3.307
H -0.424 -2.922 -0.645
H 1.004 -2.386 -1.413
H 0.536 -1.573 0.170
```

Calculated values
Frontier orbital gap (spin up / spin down) (eV): 7.78 / 7.42
ΔE to the lowest compared entry with this formula, charge and spin (kcal per mole): 103.81
Charge: +1

Entry 3:
# C27H27N2O13P

A cluster of 3 separate species, C27H27N2O13P in total (the ωB97M-V functional and the def2-TZVPD basis, the Open Molecules 2025 dataset).

Structure (XYZ):
```
70
C27H27N2O13P | the Open Molecules 2025 dataset | the ωB97M-V functional and the def2-TZVPD basis
C 5.507 -1.800 -1.062
C 6.070 -1.136 -2.292
O 6.634 -1.738 -3.173
O 6.001 0.217 -2.357
C 5.004 0.912 -1.609
C 3.623 0.776 -2.225
C 2.568 1.280 -1.247
C 1.111 1.233 -1.720
C 0.782 0.112 -2.709
C -0.698 -0.117 -2.821
N -1.300 0.253 -3.917
C -2.653 0.125 -3.986
C -3.332 0.528 -5.144
C -4.686 0.411 -5.205
C -5.421 -0.113 -4.120
C -4.790 -0.518 -2.991
C -3.394 -0.407 -2.908
N -2.752 -0.833 -1.793
C -1.459 -0.685 -1.742
P -0.769 -1.198 -0.143
O -0.669 -0.099 0.811
O -1.768 -2.327 0.378
O 0.630 -1.945 -0.376
H 5.693 -2.862 -1.156
H 5.975 -1.407 -0.161
H 4.438 -1.623 -0.951
H 5.010 0.601 -0.563
H 5.308 1.958 -1.630
H 3.604 1.335 -3.161
H 3.445 -0.272 -2.474
H 2.670 0.704 -0.323
H 2.818 2.311 -0.989
H 0.851 2.179 -2.199
H 0.482 1.167 -0.834
H 1.286 -0.817 -2.440
H 1.143 0.383 -3.700
H -2.761 0.932 -5.967
H -5.211 0.727 -6.094
H -6.495 -0.189 -4.192
H -5.330 -0.921 -2.146
H -1.934 -3.037 -0.252
H 0.579 -2.695 -0.982
C -6.015 1.499 3.233
C -6.274 0.747 2.155
C -5.241 -0.170 1.539
O -5.608 -0.811 0.568
C -3.920 -0.224 2.122
C -3.659 0.527 3.203
C -4.697 1.431 3.829
O -4.355 2.057 4.816
O -2.495 0.554 3.828
O -7.441 0.724 1.529
H -6.749 2.153 3.681
H -3.184 -0.870 1.667
H -2.603 1.182 4.569
H -7.334 0.084 0.798
C 1.873 -0.370 4.595
C 2.096 -0.788 3.339
C 3.378 -0.466 2.600
O 3.482 -0.896 1.463
C 4.385 0.329 3.266
C 4.158 0.744 4.520
C 2.884 0.411 5.266
O 2.801 0.839 6.404
O 5.005 1.473 5.224
O 1.233 -1.494 2.640
H 0.957 -0.591 5.125
H 5.294 0.563 2.729
H 4.578 1.617 6.093
H 1.638 -1.656 1.765
```

Calculated values
Frontier orbital gap (eV): 8.03
SMILES: CC(=O)OCCCCCc1nc2ccccc2nc1P(=O)(O)O.O=C1C=C(O)C(=O)C=C1O.O=C1C=C(O)C(=O)C=C1O
Charge: 0

Entry 4:
# C53H35F17NO31P

A cluster of 8 separate species, C53H35F17NO31P in total (the ωB97M-V functional and the def2-TZVPD basis, the Open Molecules 2025 dataset).

Structure (XYZ):
```
138
C53H35F17NO31P | the Open Molecules 2025 dataset | the ωB97M-V functional and the def2-TZVPD basis
N 1.315 2.736 -1.229
P 1.157 1.895 -2.530
O 2.512 0.987 -2.755
C 3.612 1.791 -2.994
O 3.579 2.697 -3.761
O 4.652 1.410 -2.253
C 4.635 2.071 -0.947
C 5.374 1.152 0.022
C 6.056 1.926 1.139
F 7.395 2.029 0.843
F 5.596 3.201 1.277
C 6.004 1.237 2.528
F 6.908 1.825 3.338
F 6.376 -0.058 2.365
C 4.597 1.345 3.218
F 3.633 1.588 2.304
F 4.638 2.411 4.040
C 4.198 0.124 4.109
F 3.319 0.574 5.030
F 5.292 -0.309 4.762
C 3.472 -1.020 3.325
F 4.024 -1.158 2.095
F 2.194 -0.624 3.154
C 3.438 -2.403 4.051
F 2.273 -3.011 3.786
F 3.469 -2.171 5.382
C 4.603 -3.378 3.726
F 5.776 -2.789 3.999
F 4.448 -4.418 4.577
C 4.645 -3.969 2.266
F 5.607 -3.371 1.572
F 4.909 -5.261 2.310
F 3.494 -3.788 1.627
H 1.251 3.732 -1.402
H 0.944 2.669 -3.673
H 0.129 0.983 -2.449
H 5.111 3.041 -1.043
H 3.597 2.175 -0.628
H 6.130 0.590 -0.527
H 4.665 0.421 0.403
C 0.358 -3.755 9.335
C 1.126 -3.172 8.404
C 1.940 -1.936 8.694
O 2.618 -1.492 7.786
C 1.866 -1.354 10.020
C 1.096 -1.935 10.950
C 0.299 -3.184 10.665
O -0.356 -3.644 11.582
O 0.964 -1.476 12.186
O 1.240 -3.622 7.163
H -0.227 -4.642 9.136
H 2.441 -0.460 10.216
H 0.354 -2.090 12.639
H 1.859 -3.018 6.708
C -1.839 -2.184 -4.464
C -2.057 -2.779 -5.643
C -1.013 -2.817 -6.725
O -1.298 -3.397 -7.755
C 0.258 -2.164 -6.474
C 0.482 -1.566 -5.295
C -0.565 -1.545 -4.206
O -0.304 -0.982 -3.156
O 1.632 -0.970 -5.008
O -3.203 -3.377 -5.947
H -2.587 -2.156 -3.684
H 1.001 -2.187 -7.259
H 1.596 -0.647 -4.090
H -3.098 -3.728 -6.854
C -4.803 -7.588 -1.707
C -3.941 -6.583 -1.507
C -3.427 -5.737 -2.642
O -2.657 -4.832 -2.363
C -3.862 -6.039 -3.987
C -4.722 -7.046 -4.192
C -5.257 -7.880 -3.055
O -6.048 -8.761 -3.332
O -5.178 -7.391 -5.386
O -3.472 -6.241 -0.313
H -5.183 -8.198 -0.900
H -3.469 -5.426 -4.785
H -5.787 -8.141 -5.236
H -2.873 -5.484 -0.463
C 5.829 6.783 -0.933
C 5.485 7.995 -0.477
C 4.149 8.623 -0.789
O 3.927 9.720 -0.309
C 3.222 7.894 -1.629
C 3.565 6.682 -2.088
C 4.894 6.047 -1.757
O 5.101 4.937 -2.213
O 2.774 5.944 -2.857
O 6.272 8.743 0.282
H 6.783 6.326 -0.711
H 2.271 8.355 -1.855
H 3.263 5.114 -3.044
H 5.771 9.561 0.469
C -6.845 -3.911 -1.316
C -7.346 -3.028 -0.440
C -8.833 -2.813 -0.282
O -9.187 -2.002 0.552
C -9.737 -3.572 -1.124
C -9.234 -4.452 -2.001
C -7.750 -4.683 -2.142
O -7.392 -5.515 -2.956
O -9.980 -5.189 -2.809
O -6.600 -2.279 0.354
H -5.782 -4.072 -1.435
H -10.798 -3.401 -1.013
H -9.361 -5.739 -3.329
H -7.220 -1.739 0.882
C -3.087 3.455 -5.692
C -4.182 3.121 -6.391
C -5.064 1.962 -5.995
O -6.043 1.750 -6.685
C -4.695 1.176 -4.833
C -3.601 1.509 -4.136
C -2.732 2.683 -4.521
O -1.761 2.912 -3.820
O -3.191 0.844 -3.065
O -4.584 3.766 -7.473
H -2.450 4.284 -5.968
H -5.324 0.338 -4.566
H -2.385 1.293 -2.746
H -5.400 3.318 -7.773
C -1.503 5.379 2.350
C -0.520 5.552 1.456
C 0.929 5.317 1.803
O 1.746 5.482 0.917
C 1.264 4.913 3.154
C 0.281 4.742 4.048
C -1.170 4.955 3.695
O -1.989 4.758 4.575
O 0.487 4.374 5.304
O -0.724 5.936 0.205
H -2.544 5.543 2.111
H 2.307 4.759 3.396
H -0.395 4.324 5.720
H 0.158 5.971 -0.214
```

Calculated values
Frontier orbital gap (eV): 7.80
SMILES: N=[PH2]OC(=O)OCCC(F)(F)C(F)(F)C(F)(F)C(F)(F)C(F)(F)C(F)(F)C(F)(F)C(F)(F)F.O=C1C=C(O)C(=O)C=C1O.O=C1C=C(O)C(=O)C=C1O.O=C1C=C(O)C(=O)C=C1O.O=C1C=C(O)C(=O)C=C1O.O=C1C=C(O)C(=O)C=C1O.O=C1C=C(O)C(=O)C=C1O.O=C1C=C(O)C(=O)C=C1O
Charge: 0

Entry 5:
# C15H18ClN3OS

An isolated molecule of C15H18ClN3OS (the ωB97M-V functional and the def2-TZVPD basis, the Open Molecules 2025 dataset).

Structure (XYZ):
```
39
C15H18ClN3OS | the Open Molecules 2025 dataset | the ωB97M-V functional and the def2-TZVPD basis
C -1.762 2.106 -0.001
H -2.575 2.803 -0.184
H -2.144 1.092 -0.091
H -1.396 2.253 1.013
C -0.645 2.339 -1.014
N 0.438 1.412 -0.816
C 0.547 0.174 -1.380
N 1.617 -0.438 -0.950
N 2.229 0.388 -0.086
C 1.536 1.487 0.005
C 1.887 2.636 0.885
C 1.710 2.220 2.348
H 2.360 1.378 2.568
H 0.682 1.925 2.548
H 1.967 3.047 3.006
C 3.331 3.062 0.617
H 3.995 2.219 0.786
H 3.612 3.876 1.280
H 3.449 3.393 -0.412
H 1.216 3.474 0.668
S -0.617 -0.453 -2.511
C 0.085 -2.118 -2.769
C -0.874 -3.161 -2.232
O -1.348 -4.002 -2.959
C -1.248 -3.047 -0.801
C -0.378 -2.575 0.180
C -0.799 -2.473 1.492
C -2.092 -2.844 1.830
C -2.964 -3.338 0.870
C -2.535 -3.445 -0.437
H -3.194 -3.828 -1.201
H -3.963 -3.635 1.148
Cl -2.621 -2.696 3.467
H -0.125 -2.108 2.251
H 0.635 -2.294 -0.066
H 1.045 -2.118 -2.255
H 0.218 -2.260 -3.842
H -0.254 3.357 -0.928
H -1.024 2.193 -2.029
```

Calculated values
Frontier orbital gap (eV): 8.77
ΔE to the lowest compared entry with this formula, charge and spin (kcal per mole): 7.35
SMILES: CCn1c(SCC(=O)c2ccc(Cl)cc2)nnc1C(C)C
Charge: 0

Entry 6:
# C6H11N

An isolated molecule of C6H11N (the ωB97M-V functional and the def2-TZVPD basis, the Open Molecules 2025 dataset).

Structure (XYZ):
```
18
C6H11N | the Open Molecules 2025 dataset | the ωB97M-V functional and the def2-TZVPD basis
C -1.822 -1.317 -0.226
N -1.616 0.074 -0.637
C -0.278 0.639 -0.299
C 0.735 0.601 -1.209
C 1.764 0.129 -0.288
C 2.314 -1.004 0.329
C -0.354 1.566 0.919
H -2.471 -1.332 0.678
H -2.273 -1.862 -1.063
H -0.883 -1.660 0.205
H -1.965 0.378 -1.528
H 0.529 0.134 -2.169
H 2.229 0.882 0.347
H 2.894 -0.654 1.161
H 2.474 -2.015 -0.015
H -1.397 1.613 1.262
H -0.121 2.619 0.744
H 0.242 1.206 1.788
```

Calculated values
Frontier orbital gap (eV): 8.58
ΔE to the lowest compared entry with this formula, charge and spin (kcal per mole): 107.65
SMILES: C=C/C=C(\C)NC
Charge: 0

Entry 7:
# C44H54FN6O5SbSr

A structure of composition C44H54FN6O5SbSr (the ωB97M-V functional and the def2-TZVPD basis, the Open Molecules 2025 dataset).

Structure (XYZ):
```
112
C44H54FN6O5SbSr | the Open Molecules 2025 dataset | the ωB97M-V functional and the def2-TZVPD basis
Sr -1.671 0.847 0.481
C -2.848 -5.741 6.799
O -2.076 -4.591 6.540
C -2.721 -3.388 6.505
C -1.906 -2.265 6.375
C -2.460 -1.006 6.326
C -3.846 -0.819 6.430
C -4.647 -1.950 6.593
C -4.096 -3.220 6.614
N -4.382 0.450 6.636
N -4.034 1.500 6.056
C -3.454 1.650 4.810
C -2.662 2.801 4.676
C -2.067 3.119 3.481
C -2.257 2.346 2.322
O -1.619 2.671 1.270
C -3.284 1.338 2.341
N -3.802 0.934 1.149
C -4.802 0.059 1.186
C -5.336 -0.445 2.371
C -4.854 -0.006 3.580
C -3.824 0.948 3.612
H -2.145 -6.570 6.848
H -3.570 -5.930 5.997
H -3.385 -5.657 7.749
H -0.836 -2.412 6.318
H -1.823 -0.135 6.267
H -5.716 -1.826 6.700
H -4.751 -4.070 6.737
H -2.475 3.397 5.560
H -1.417 3.971 3.317
H -5.157 -0.208 0.198
H -6.141 -1.165 2.349
H -5.289 -0.362 4.501
C 3.859 3.664 -4.774
C 2.590 2.865 -5.073
N 2.079 2.182 -3.898
C 1.056 2.783 -3.189
C 0.477 2.208 -2.124
C -0.482 2.867 -1.145
O 0.034 3.677 -0.379
O -1.635 2.341 -1.179
C 0.960 0.962 -1.580
O 0.445 0.469 -0.554
C 2.135 0.430 -2.234
C 2.754 -0.726 -1.753
C 3.791 -1.311 -2.430
F 4.359 -2.439 -1.926
C 4.251 -0.797 -3.635
C 3.680 0.387 -4.099
C 2.635 1.021 -3.424
N 5.200 -1.452 -4.461
C 5.420 -2.878 -4.390
C 5.736 -3.350 -5.840
N 5.356 -2.216 -6.731
C 6.311 -1.084 -6.569
C 6.325 -0.762 -5.044
H 4.227 4.148 -5.678
H 4.642 3.021 -4.372
H 3.644 4.429 -4.030
H 2.771 2.141 -5.872
H 1.814 3.543 -5.426
H 0.744 3.758 -3.538
H 2.382 -1.160 -0.836
H 4.064 0.793 -5.023
H 4.515 -3.359 -4.028
H 6.245 -3.153 -3.724
H 5.155 -4.233 -6.101
H 6.792 -3.571 -5.983
H 4.478 -1.859 -6.317
H 5.237 -2.493 -7.704
H 5.954 -0.237 -7.153
H 7.294 -1.378 -6.930
H 6.235 0.307 -4.873
H 7.271 -1.103 -4.604
C 2.524 -0.238 3.081
C 2.086 0.161 1.684
Sb 0.445 1.593 1.837
C 0.813 2.201 3.743
C 2.059 2.913 3.319
C -0.868 0.011 2.225
C -1.059 -0.393 3.677
H 3.297 -1.018 3.078
H 1.682 -0.634 3.646
H 2.927 0.599 3.640
H 1.719 -0.732 1.169
H 2.900 0.630 1.125
H 1.018 1.334 4.362
H 0.157 2.866 4.280
H 2.689 2.338 2.644
H 2.710 3.173 4.163
H 1.773 3.835 2.809
H -0.658 -0.868 1.602
H -1.805 0.545 2.183
H -0.295 -1.069 4.067
H -2.026 -0.898 3.783
H -1.102 0.523 4.279
C -5.016 -0.339 -3.151
C -3.616 -0.125 -3.757
C -3.342 1.389 -3.734
C -3.450 -0.738 -5.141
C -2.676 -0.663 -2.687
C -2.429 -0.457 -1.485
H -5.781 0.063 -3.820
H -4.976 0.183 -2.195
H -5.195 -1.397 -2.973
H -3.974 1.901 -4.464
H -2.284 1.571 -3.918
H -3.486 1.718 -2.706
H -4.094 -0.245 -5.872
H -3.702 -1.798 -5.106
H -2.412 -0.635 -5.455
```

Calculated values
Frontier orbital gap (eV): 3.57
ΔE to the lowest compared entry with this formula, charge and spin (kcal per mole): 316.46
Charge: 0

Entry 8:
# C2H6BNO4

An isolated molecule of C2H6BNO4 (the ωB97M-V functional and the def2-TZVPD basis, the Open Molecules 2025 dataset).

Structure (XYZ):
```
14
C2H6BNO4 | the Open Molecules 2025 dataset | the ωB97M-V functional and the def2-TZVPD basis
B 0.841 0.541 0.184
C -1.660 -0.242 -0.219
C -0.204 -0.682 -0.148
N 0.027 -1.639 -1.055
O -1.946 0.695 0.685
O -2.481 -0.823 -0.927
O 0.666 1.464 1.406
O 2.279 0.318 0.116
H 0.445 1.030 -0.806
H -1.128 1.036 1.125
H 0.936 -2.047 -1.114
H -0.752 -2.218 -1.303
H 0.386 2.313 1.040
H 2.590 0.254 1.015
```

Calculated values
Frontier orbital gap (eV): 8.76
ΔE to the lowest compared entry with this formula, charge and spin (kcal per mole): 43.83
Charge: 0

Number 1: F_max 4.41 eV/A. Number 2: F_max 4.37 eV/A. Number 3: F_max 0.87 eV/A. Number 4: F_max 2.06 eV/A. Number 5: F_max 1.22 eV/A. Number 6: F_max 4.34 eV/A. Number 7: F_max 15.49 eV/A. Number 8: F_max 3.65 eV/A.